Computed, not measured: a structure of composition C2H5NO3 in a non-equilibrium geometry, with wB97M-V/def2-TZVPD.

Results
- relative energy (zero: lowest compared OMol25 entry of this formula, charge and spin) (kcal per mole) = 118.12
- E_tot (eV) = -9783.0668
- HOMO level (eV) = -8.263
- Kohn-Sham gap (eV) = 8.90

Cartesian coordinates (Å):
H -0.88 -1.10 -0.54
O 0.40 -1.15 1.22
N 0.03 -0.41 -1.66
H 1.18 1.73 -1.36
O 1.06 1.33 -0.49
H 0.86 -1.46 2.01
H -0.81 0.68 2.17
H -0.40 -0.20 -2.55
O -1.17 0.62 1.28
C -0.51 -0.35 0.53
C 0.23 0.30 -0.61